1.
Formula: C2H9NO3
Source: OMol25
Level of theory: ωB97M-V/def2-TZVPD

```
15
Properties=species:S:1:pos:R:3:forces:R:3:mulliken_charge:R:1
O 1.76917 0.89152 -0.45212 0.433 0.824 -0.372 -0.459
C 0.87429 0.93139 -1.24767 -0.553 -2.479 0.087 0.133
C -0.15966 -0.23195 -1.30065 -0.465 1.432 -0.031 -0.466
N -1.11340 0.45831 -0.40600 -0.441 -0.159 0.065 -0.432
H 0.55474 1.75253 -1.90719 0.451 0.530 0.177 0.295
H -0.63944 -0.35111 -2.28198 0.378 -0.067 0.105 0.260
H 0.17618 -1.19701 -0.92619 0.218 0.248 0.121 0.297
H -1.92260 0.82290 -0.88466 -0.083 -0.290 0.184 0.195
H -1.34292 0.00867 0.47078 0.072 -0.042 -0.330 0.181
H 4.03825 -1.87706 0.43254 0.215 -0.136 -0.792 0.318
H 3.26415 -3.08055 -0.35668 0.680 0.384 -0.405 0.313
O 3.34746 -2.53645 0.42287 -0.935 -0.263 1.190 -0.630
H -3.60524 0.71872 3.01029 -0.023 0.082 -0.097 0.322
H -3.72587 1.46047 1.67783 0.352 0.353 -0.288 0.312
O -4.21751 0.93383 2.29843 -0.299 -0.416 0.385 -0.638
```
Forces are in eV/Å.

Output
- Maximum force: 2.5 eV/A
- Kohn-Sham gap: 9.767 eV
- Relative energy (zero: lowest compared OMol25 entry of this formula, charge and spin): 231.07 kJ/mol
- SMILES string: NCC=O.O.O
- HOMO energy: -9.10 eV
- Net charge: 0
- Lowest unoccupied orbital energy: 0.6635 eV

2.
Formula: CH2F2NO2S
Source: OMol25
Level of theory: ωB97M-V/def2-TZVPD

```
9
Properties=species:S:1:pos:R:3:forces:R:3:mulliken_charge:R:1
C -0.03853 -0.10080 1.06358 0.719 -1.069 0.895 0.305
N -0.40214 0.57818 -0.06511 -2.488 0.280 1.085 -0.305
O 1.60440 -0.43485 -1.28210 0.232 -0.532 0.245 -0.570
O -0.31854 -0.19151 -2.80088 -0.056 0.004 1.306 -0.584
F -0.07783 0.60470 2.30053 -0.612 0.578 -0.605 -0.310
F -0.79084 -1.25187 1.40609 -1.078 0.110 -0.216 -0.324
S 0.51717 0.42327 -1.74095 0.182 0.947 -1.181 0.492
H 0.93172 -0.56388 1.14550 0.718 0.593 -1.267 0.093
H -1.42541 0.93677 -0.02667 2.384 -0.911 -0.261 0.204
```
Forces are in eV/Å.

Output
- Maximum force: 2.7 eV/A
- Kohn-Sham gap: 8.395 eV
- Relative energy (zero: lowest compared OMol25 entry of this formula, charge and spin): 5.97 kJ/mol
- HOMO energy: -4.32 eV
- Net charge: -1
- Lowest unoccupied orbital energy: 4.0732 eV

3.
Formula: C3H4N4
Source: OMol25
Level of theory: ωB97M-V/def2-TZVPD

```
11
Properties=species:S:1:pos:R:3:forces:R:3:mulliken_charge:R:1
N 2.15845 -0.10170 -0.34079 1.050 0.846 -0.227 -0.211
C 0.99195 -0.39490 0.13373 -0.842 -2.013 0.361 -0.734
C 0.18818 0.67191 0.52936 3.469 1.909 -0.781 0.047
N -0.98746 0.50728 0.92545 -2.370 -1.049 0.031 0.082
C -2.03008 0.08290 1.21250 -0.534 0.057 1.565 -0.116
N -1.99519 -1.30718 -1.24717 7.218 0.142 -2.768 -0.042
N -0.91327 -1.27101 -1.64010 -7.408 -0.317 2.358 -0.015
H 2.54911 0.83058 -0.36423 -0.001 0.541 -0.110 0.187
H 2.81596 -0.79158 -0.63203 0.061 -0.570 -0.026 0.214
H 0.52046 1.69743 0.50854 0.221 0.616 0.085 0.285
H -2.98906 -0.08418 0.82627 -0.863 -0.161 -0.488 0.303
```
Forces are in eV/Å.

Output
- Maximum force: 7.8 eV/A
- Kohn-Sham gap: 8.396 eV
- Relative energy (zero: lowest compared OMol25 entry of this formula, charge and spin): 448.11 kJ/mol
- HOMO energy: -7.67 eV
- Net charge: 0
- Lowest unoccupied orbital energy: 0.7268 eV

4.
Formula: C26H24Cl4F4
Source: OMol25
Level of theory: ωB97M-V/def2-TZVPD

```
58
Properties=species:S:1:pos:R:3:forces:R:3:mulliken_charge:R:1
C -0.46985 -2.30445 5.33360 0.315 0.043 -0.204 -0.236
Cl -0.91094 -3.75409 6.35634 0.221 1.287 -0.908 -0.150
Cl -1.77043 -1.54890 4.38860 -0.300 -0.350 0.312 -0.143
H -0.05441 -1.49532 5.93428 -0.172 -0.496 0.346 0.274
H 0.26169 -2.57160 4.57099 -0.059 -0.480 0.441 0.255
C 1.02014 3.23785 1.41021 0.617 -0.696 -0.163 -0.233
Cl 1.88212 1.75998 0.72678 -0.714 1.134 0.256 -0.158
Cl 0.98839 3.10495 3.18517 -0.168 0.226 -0.502 -0.138
H 1.57755 4.12679 1.11496 0.105 -0.305 0.179 0.260
H 0.01305 3.30258 0.99829 0.153 -0.369 0.231 0.268
F 2.71272 -7.94093 -1.67655 -0.086 -0.084 0.660 -0.302
C 1.76698 -7.38851 -0.85679 -0.770 -1.405 -1.279 0.536
C 1.76104 -6.03878 -0.76395 -0.955 1.203 1.114 -0.473
C 0.65892 -5.46007 -0.08027 0.456 -0.658 -0.376 -0.284
C -0.37790 -6.27548 0.36620 0.454 1.408 0.920 -0.552
C -0.28301 -7.63387 0.28789 -0.622 -1.959 -0.215 -0.268
C 0.73695 -8.23700 -0.38119 2.903 0.996 -1.038 -0.514
H 2.57819 -5.46441 -1.17477 -0.052 0.100 0.004 0.393
H 0.63971 -4.40051 0.12791 -0.076 0.092 -0.217 0.377
H -1.19055 -5.86452 0.94681 -0.096 0.252 -0.141 0.361
H -1.00759 -8.32092 0.69941 -0.465 0.357 0.174 0.343
H 0.94872 -9.27086 -0.61073 -0.693 -0.295 0.398 0.385
F -1.16147 0.16150 -4.06003 -0.101 0.102 -0.143 -0.296
C -2.45571 -0.18807 -3.95840 -0.249 -0.614 2.948 0.401
C -3.22523 -0.36653 -5.04074 -0.638 -0.217 -1.330 -0.366
C -4.57304 -0.75174 -4.89547 -0.193 0.432 -0.684 -0.300
C -5.15211 -0.94501 -3.67106 1.039 0.552 1.254 -0.410
C -4.34170 -0.77545 -2.52810 0.095 0.888 -1.055 -0.329
C -3.00145 -0.38958 -2.66767 -0.619 -0.161 -0.003 -0.495
H -2.71518 -0.15564 -5.96906 -0.470 -0.150 -0.463 0.385
H -5.26202 -0.76940 -5.72697 0.373 -0.110 -0.477 0.324
H -6.21730 -1.02553 -3.51206 -0.048 -0.391 -0.349 0.353
H -4.88225 -0.71334 -1.59517 0.504 -0.366 0.421 0.330
H -2.43830 -0.19496 -1.76690 0.311 0.035 -0.112 0.402
F 6.92511 -3.58206 -6.38690 0.002 -0.009 -0.663 -0.303
C 6.49604 -2.31566 -6.56943 0.469 0.338 0.049 0.421
C 6.50768 -1.67818 -7.80795 -0.641 0.868 -0.171 -0.481
C 6.00366 -0.34440 -7.91996 -0.295 -1.418 1.789 -0.282
C 5.56425 0.30119 -6.72446 0.583 0.277 -3.294 -0.573
C 5.71285 -0.35145 -5.55996 -0.465 0.445 2.426 -0.203
C 6.13455 -1.63480 -5.43665 0.201 -0.924 0.029 -0.407
H 6.84445 -2.21133 -8.68472 -0.004 -0.065 -0.046 0.392
H 5.84362 0.09077 -8.89537 0.273 0.126 0.011 0.368
H 5.15169 1.29700 -6.79198 0.023 0.062 0.132 0.375
H 5.49277 0.08217 -4.59563 -0.343 0.630 -0.132 0.306
H 6.14875 -2.06962 -4.44815 0.195 -0.330 -0.130 0.387
F -4.95120 6.64501 9.42182 -0.297 0.262 0.086 -0.281
C -4.17474 7.39296 8.63205 2.004 -1.495 -2.441 0.287
C -3.59326 6.78477 7.45842 -0.142 1.665 0.064 -0.336
C -2.70006 7.55634 6.67985 -0.526 0.136 2.069 -0.396
C -2.29451 8.83462 7.14335 -0.557 -1.386 -2.250 -0.359
C -2.90956 9.39425 8.22973 1.794 0.470 -0.212 -0.467
C -3.76931 8.65645 8.97340 -1.927 -0.255 1.639 -0.173
H -3.84676 5.81952 7.04556 -0.313 -0.209 0.560 0.362
H -2.26295 7.12218 5.79281 -0.012 0.046 -0.062 0.354
H -1.63162 9.32158 6.44346 0.285 0.579 0.508 0.333
H -2.55316 10.33095 8.63220 -0.240 0.279 -0.188 0.330
H -4.19408 9.10960 9.85692 -0.068 -0.093 0.226 0.346
```
Forces are in eV/Å.

Output
- Maximum force: 3.5 eV/A
- Kohn-Sham gap: 9.521 eV
- Relative energy (zero: lowest compared OMol25 entry of this formula, charge and spin): 69.55 kJ/mol
- SMILES string: Fc1ccccc1.Fc1ccccc1.Fc1ccccc1.Fc1ccccc1.ClCCl.ClCCl
- HOMO energy: -9.29 eV
- Net charge: 0
- Lowest unoccupied orbital energy: 0.2326 eV

5.
Formula: C4H8
Source: OMol25
Level of theory: ωB97M-V/def2-TZVPD

```
12
Properties=species:S:1:pos:R:3:forces:R:3:mulliken_charge:R:1
C 0.41162 -1.14022 -0.86512 -0.285 -0.228 0.501 -1.236
C 0.47900 -0.07995 0.23667 0.150 -0.201 -0.588 0.194
C -0.08551 1.30175 0.03137 -0.436 0.134 -0.328 -0.555
C -0.76349 0.33022 0.96546 -0.147 -0.427 -0.319 -0.590
H 1.26883 -1.08970 -1.54580 -0.174 0.101 0.098 0.315
H -0.51810 -1.04870 -1.45048 0.331 0.077 0.148 0.289
H 0.40255 -2.15791 -0.41648 0.037 0.570 -0.230 0.292
H 1.39206 -0.11751 0.81433 0.032 0.000 0.125 0.341
H 0.43272 2.15864 0.47883 -0.251 -0.416 -0.301 0.249
H -0.63107 1.49903 -0.90506 0.511 -0.006 0.458 0.219
H -0.70797 0.50963 2.02018 0.016 0.051 0.347 0.258
H -1.68065 -0.16528 0.63611 0.216 0.344 0.088 0.225
```
Forces are in eV/Å.

Output
- Maximum force: 0.7 eV/A
- Kohn-Sham gap: 11.555 eV
- Relative energy (zero: lowest compared OMol25 entry of this formula, charge and spin): 34.03 kJ/mol
- SMILES string: CC1CC1
- HOMO energy: -10.21 eV
- Net charge: 0
- Lowest unoccupied orbital energy: 1.3478 eV

6.
Formula: C25H21N2O
Source: OMol25
Level of theory: ωB97M-V/def2-TZVPD

```
49
Properties=species:S:1:pos:R:3:forces:R:3:mulliken_charge:R:1
O -1.02099 -2.62220 1.89044 0.810 0.825 0.094 -0.587
C -0.02799 -1.92208 2.06599 -1.104 -1.394 0.030 -0.235
C 1.20891 -2.48122 2.73960 0.183 -0.096 -0.151 -0.858
C 1.85452 -1.46256 3.66904 0.049 0.319 -0.176 -0.786
C 2.25873 -0.24072 2.84489 0.098 -0.085 -0.068 -0.860
C 1.06882 0.42966 2.11876 0.514 1.302 0.238 -0.475
C -0.05219 -0.47415 1.70822 -0.986 0.057 1.011 1.589
N -1.31328 0.00186 1.96533 -3.353 1.119 0.038 0.973
N -2.39593 0.37491 2.06151 4.607 -1.790 -0.297 -1.058
H 0.93631 -3.39311 3.28396 -0.181 0.192 -0.334 0.371
H 1.91958 -2.77141 1.94910 -0.059 0.058 0.159 0.289
H 1.14817 -1.17331 4.45838 0.062 -0.038 -0.095 0.341
H 2.72371 -1.89958 4.17124 -0.129 0.080 -0.131 0.396
H 2.74923 0.50179 3.48687 -0.147 -0.078 -0.250 0.387
H 2.99471 -0.53816 2.08429 -0.094 -0.055 0.239 0.321
H 0.67757 1.24001 2.76135 0.057 -0.337 -0.239 0.553
H 1.44926 0.93812 1.22147 0.041 0.003 0.210 -0.129
C -0.40677 0.17797 -0.72304 -1.405 -0.289 -0.936 0.984
C -1.57402 -0.67940 -0.83071 -0.191 -0.299 -0.444 1.604
C -1.43073 -2.08200 -0.86220 -0.236 -0.268 -0.018 -0.442
C -2.53699 -2.91411 -1.01028 0.164 0.182 0.042 -1.413
C -3.82120 -2.36530 -1.12743 0.327 0.263 0.103 -0.541
C -3.97317 -0.97299 -1.15868 0.039 -0.164 -0.009 -0.879
C -2.86287 -0.14143 -1.04781 -0.118 0.037 0.430 -0.025
C -0.49083 1.61550 -0.49100 0.947 1.094 -0.329 0.572
C 0.66753 2.23390 -1.07380 -1.201 0.637 0.657 -0.107
C 0.80785 3.61477 -1.13175 0.133 -0.677 0.142 -0.619
C -0.19775 4.41559 -0.57810 -0.341 -0.286 0.273 -0.649
C -1.32858 3.82439 0.00733 0.251 0.148 -0.107 -1.348
C -1.48712 2.43310 0.03996 -0.014 0.139 0.231 -0.104
C 1.44675 1.20164 -1.73176 0.106 -1.203 -0.532 0.147
C 0.78655 -0.06213 -1.52987 1.439 0.846 -0.489 0.726
C 1.18533 -1.13785 -2.32821 0.092 0.031 0.184 -0.544
C 2.24486 -0.97802 -3.23097 0.134 0.263 -0.018 -1.083
C 2.87742 0.26225 -3.40558 -0.185 -0.469 0.265 -0.611
C 2.46349 1.36916 -2.65947 -0.265 -0.054 0.546 -0.874
H -0.44030 -2.52087 -0.73483 -0.450 0.085 0.123 0.471
H -2.39176 -3.99594 -1.00339 -0.103 0.358 0.017 0.411
H -4.69175 -3.02099 -1.18144 0.263 0.233 -0.058 0.418
H -4.96476 -0.52761 -1.26092 0.330 -0.174 -0.060 0.438
H -2.98973 0.93746 -1.13410 -0.012 -0.416 -0.044 0.650
H 1.69813 4.03172 -1.60238 -0.331 0.106 0.116 0.441
H -0.10259 5.50159 -0.60559 -0.068 -0.311 0.017 0.431
H -2.10715 4.45405 0.44102 0.254 -0.175 -0.180 0.429
H -2.38276 2.00991 0.48935 0.246 0.287 -0.182 0.534
H 0.66360 -2.08687 -2.27565 0.229 0.118 -0.122 0.477
H 2.57390 -1.83266 -3.82207 -0.156 0.252 0.130 0.429
H 3.68235 0.36979 -4.13053 -0.203 -0.082 0.142 0.428
H 2.90396 2.35749 -2.78657 -0.047 -0.295 -0.167 0.419
```
Forces are in eV/Å.

Output
- Maximum force: 5.0 eV/A
- Kohn-Sham gap: 6.227 eV
- Relative energy (zero: lowest compared OMol25 entry of this formula, charge and spin): 35.97 kJ/mol
- HOMO energy: -11.76 eV
- Net charge: +1
- Lowest unoccupied orbital energy: -5.5344 eV

Q: Among the records above, which one has the lowest net charge?
A: CH2F2NO2S